{"formula": "C49H128N8O15", "method": "ωB97M-V/def2-TZVPD", "e_homo_ha": -0.247, "gap_ev": 7.02, "lumo_ev": 0.29, "energy_ev": -95471.079, "total_charge": 0, "symbols": ["C", "C", "C", "O", "H", "H", "H", "H", "H", "H", "H", "H", "C", "C", "C", "O", "H", "H", "H", "H", "H", "H", "H", "H", "C", "C", "C", "O", "H", "H", "H", "H", "H", "H", "H", "H", "C", "O", "C", "C", "N", "C", "C", "O", "C", "H", "H", "H", "H", "H", "H", "H", "H", "H", "H", "H", "H", "H", "H", "H", "C", "O", "C", "C", "N", "C", "C", "O", "C", "H", "H", "H", "H", "H", "H", "H", "H", "H", "H", "H", "H", "H", "H", "H", "C", "O", "C", "C", "N", "C", "C", "O", "C", "H", "H", "H", "H", "H", "H", "H", "H", "H", "H", "H", "H", "H", "H", "H", "C", "O", "C", "C", "N", "C", "C", "O", "C", "H", "H", "H", "H", "H", "H", "H", "H", "H", "H", "H", "H", "H", "H", "H", "C", "C", "C", "O", "C", "N", "H", "H", "H", "H", "H", "H", "H", "H", "H", "H", "H", "C", "C", "C", "O", "C", "N", "H", "H", "H", "H", "H", "H", "H", "H", "H", "H", "H", "C", "C", "C", "O", "C", "N", "H", "H", "H", "H", "H", "H", "H", "H", "H", "H", "H", "C", "C", "C", "O", "C", "N", "H", "H", "H", "H", "H", "H", "H", "H", "H", "H", "H"], "xyz": [[3.332, -4.715, 2.348], [3.768, -5.680, 1.213], [3.758, -7.152, 1.479], [2.937, -5.387, 0.042], [3.904, -5.002, 3.230], [2.266, -4.924, 2.443], [3.493, -3.678, 2.053], [4.799, -5.563, 0.877], [2.751, -7.560, 1.407], [4.183, -7.466, 2.433], [4.407, -7.728, 0.820], [2.742, -6.262, -0.301], [-2.402, -5.473, -2.066], [-2.484, -5.670, -0.553], [-1.998, -4.536, 0.338], [-3.736, -5.985, -0.290], [-1.473, -4.944, -2.279], [-3.092, -4.704, -2.411], [-2.383, -6.418, -2.609], [-1.960, -6.584, -0.274], [-2.179, -4.758, 1.389], [-2.395, -3.540, 0.142], [-0.923, -4.452, 0.181], [-4.046, -6.612, -0.947], [-2.133, -2.433, -2.091], [-1.004, -2.743, -3.128], [-0.238, -1.505, -3.287], [-0.337, -3.796, -2.505], [-2.811, -1.632, -2.384], [-1.670, -2.002, -1.203], [-2.750, -3.301, -1.858], [-1.519, -3.038, -4.043], [0.439, -1.609, -4.135], [0.231, -1.363, -2.313], [-0.887, -0.673, -3.556], [-0.123, -3.564, -1.598], [2.170, 3.574, 3.636], [1.045, 3.926, 2.889], [1.292, 4.504, 1.672], [-0.038, 4.592, 0.873], [-0.407, 3.172, 0.517], [-1.921, 3.136, 0.400], [-2.719, 3.080, 1.662], [-2.113, 2.194, 2.531], [-2.955, 1.929, 3.705], [2.054, 2.546, 3.976], [2.070, 4.201, 4.522], [3.167, 3.608, 3.194], [2.061, 3.951, 1.133], [1.620, 5.526, 1.865], [0.093, 5.230, -0.001], [-0.828, 5.128, 1.399], [-0.127, 2.656, 1.339], [-2.207, 2.326, -0.271], [-2.348, 3.966, -0.164], [-3.720, 2.835, 1.307], [-2.664, 4.109, 2.018], [-3.559, 1.024, 3.646], [-3.542, 2.833, 3.866], [-2.231, 1.807, 4.511], [-4.503, 4.743, -0.347], [-3.083, 4.579, -0.539], [-2.697, 4.656, -1.917], [-1.177, 4.267, -1.900], [-0.430, 4.696, -3.096], [-0.711, 3.752, -4.133], [0.295, 3.892, -5.298], [0.117, 3.022, -6.482], [-0.930, 3.495, -7.375], [-4.881, 5.646, -0.827], [-4.790, 4.789, 0.704], [-4.849, 3.783, -0.732], [-2.775, 5.652, -2.352], [-3.141, 4.001, -2.667], [-1.052, 3.205, -1.693], [-0.724, 4.699, -1.008], [0.563, 4.648, -2.917], [-1.754, 3.849, -4.435], [-0.607, 2.773, -3.665], [1.231, 3.414, -5.008], [0.582, 4.906, -5.574], [-1.907, 3.705, -6.939], [-0.987, 2.741, -8.159], [-0.474, 4.163, -8.106], [1.791, -4.277, -0.135], [0.581, -3.560, 0.005], [0.549, -2.848, 1.272], [-0.726, -1.929, 1.268], [-0.476, -0.848, 0.310], [-1.511, 0.280, 0.192], [-1.290, 1.319, -0.886], [-1.280, 0.646, -2.188], [-0.836, 1.493, -3.191], [2.646, -3.656, 0.132], [1.948, -4.660, -1.143], [1.702, -5.144, 0.519], [1.439, -2.218, 1.266], [0.648, -3.453, 2.173], [-0.951, -1.638, 2.294], [-1.565, -2.555, 0.963], [-0.501, -1.280, -0.602], [-1.465, 0.779, 1.160], [-2.508, -0.160, 0.200], [-0.263, 1.674, -0.806], [-2.033, 2.114, -0.948], [0.096, 1.939, -2.844], [-1.565, 2.272, -3.416], [-0.621, 1.080, -4.176], [3.611, 1.746, 1.656], [2.506, 1.797, 0.640], [1.614, 0.717, 0.780], [0.764, 0.847, 1.965], [1.337, 0.107, 3.143], [0.490, -0.408, 4.276], [1.415, -1.212, 5.225], [2.081, -2.236, 4.545], [3.133, -2.801, 5.261], [3.419, 1.737, 2.728], [3.906, 2.784, 1.505], [4.470, 1.107, 1.448], [2.196, -0.204, 0.770], [1.033, 0.754, -0.141], [-0.157, 0.283, 1.822], [0.466, 1.878, 2.160], [1.935, -0.636, 2.809], [-0.263, -1.132, 3.965], [0.132, 0.381, 4.937], [0.804, -1.562, 6.057], [2.150, -0.498, 5.598], [3.566, -3.525, 4.569], [3.004, -3.341, 6.199], [3.845, -2.033, 5.563], [6.437, -0.593, -1.846], [6.390, -1.829, -0.861], [5.494, -2.834, -1.695], [4.235, -2.232, -1.626], [3.149, -2.971, -2.053], [7.697, -2.393, -0.636], [5.442, -0.304, -2.184], [7.186, -0.569, -2.637], [6.888, 0.235, -1.300], [5.881, -1.674, 0.090], [5.399, -3.831, -1.266], [5.778, -2.892, -2.746], [2.972, -3.910, -1.527], [3.300, -3.243, -3.097], [2.189, -2.474, -1.911], [7.758, -2.654, 0.338], [7.932, -3.246, -1.124], [3.979, 6.291, -3.800], [2.526, 6.037, -3.205], [2.506, 4.708, -2.412], [1.241, 4.386, -2.016], [1.109, 3.236, -1.275], [2.286, 7.265, -2.398], [4.653, 6.287, -2.943], [4.147, 7.253, -4.284], [4.314, 5.518, -4.491], [1.863, 5.984, -4.069], [3.136, 4.779, -1.525], [3.020, 3.970, -3.028], [0.614, 3.399, -0.318], [1.964, 2.562, -1.219], [0.313, 2.648, -1.732], [3.048, 7.588, -1.819], [1.476, 7.237, -1.796], [-5.067, 1.444, -1.763], [-4.267, 0.544, -0.856], [-5.191, -0.378, 0.012], [-6.218, 0.449, 0.529], [-7.064, -0.143, 1.568], [-3.185, -0.272, -1.531], [-6.039, 0.998, -1.977], [-4.677, 1.529, -2.777], [-5.180, 2.481, -1.447], [-3.778, 1.177, -0.116], [-4.610, -0.777, 0.843], [-5.627, -1.201, -0.553], [-7.397, -1.162, 1.372], [-7.965, 0.464, 1.655], [-6.668, -0.154, 2.583], [-2.648, 0.355, -2.112], [-3.531, -0.973, -2.171], [-0.723, -4.313, 4.697], [-1.255, -2.790, 4.529], [-2.010, -2.619, 3.202], [-2.432, -1.223, 3.141], [-3.363, -1.174, 2.048], [-2.331, -2.537, 5.454], [-0.403, -4.659, 5.680], [-0.029, -4.663, 3.933], [-1.545, -4.982, 4.441], [-0.393, -2.135, 4.653], [-2.966, -3.142, 3.232], [-1.448, -2.919, 2.317], [-2.851, -1.439, 1.123], [-3.796, -0.185, 1.899], [-4.143, -1.906, 2.257], [-2.826, -1.747, 5.066], [-1.936, -2.082, 6.265]], "lowdin_charge": [-0.0165, -0.3667, -0.0537, -0.1869, 0.0798, 0.0793, 0.0909, 0.1314, 0.0934, 0.0900, 0.0882, 0.1360, -0.0499, -0.5324, -0.0182, -0.0247, 0.0346, 0.0723, 0.0889, 0.1325, 0.0952, 0.0638, 0.0715, 0.0979, -0.0319, -0.4213, -0.0416, -0.0743, 0.0260, 0.0661, 0.0622, 0.1521, 0.1006, 0.0839, 0.0663, 0.0448, -0.1077, -0.1708, -0.2008, -0.1013, -0.0496, -0.2093, -0.2256, -0.1758, -0.0276, 0.0716, 0.0945, 0.0759, 0.1078, 0.1282, 0.1098, 0.1344, 0.0579, -0.0083, -0.1629, 0.1225, 0.1253, 0.0680, 0.0870, 0.0840, 0.0028, -0.1477, -0.0694, -0.1676, 0.0092, -0.2440, -0.1410, -0.2045, -0.1044, 0.1043, 0.1007, 0.0603, 0.1351, 0.1220, 0.0674, 0.0910, -0.0982, 0.1222, -0.0410, 0.1192, 0.1106, 0.0847, 0.0732, 0.0775, -0.3143, -0.2314, -0.0883, -0.2370, -0.0136, -0.1261, -0.1565, -0.2252, -0.1487, 0.1184, 0.1215, 0.1021, 0.1073, 0.1054, 0.0691, 0.0490, 0.0608, 0.0970, 0.0611, 0.0983, 0.0613, 0.1082, 0.0916, 0.1418, -0.0487, -0.2099, -0.2110, -0.1762, 0.0018, -0.1455, -0.2301, -0.1761, -0.1087, 0.0549, 0.0734, 0.0840, 0.1252, 0.1085, 0.0763, 0.0901, 0.0804, 0.0483, 0.1278, 0.1248, 0.1227, 0.0545, 0.0910, 0.0904, -0.0599, -0.3725, -0.1980, -0.1975, -0.1164, 0.0240, 0.0712, 0.0728, 0.0598, 0.1333, 0.1131, 0.1263, 0.0298, 0.1078, 0.0933, 0.0616, 0.0668, -0.0591, -0.3495, -0.1734, -0.1823, -0.1146, 0.0355, 0.0672, 0.0715, 0.0690, 0.1117, 0.1355, 0.1308, -0.0274, 0.1237, 0.0409, 0.0613, 0.0581, -0.0338, -0.3100, -0.1856, -0.1840, -0.0706, -0.0117, 0.0860, 0.0809, 0.0382, 0.1108, 0.0352, 0.1372, 0.0842, 0.0800, 0.0752, 0.0191, 0.0476, -0.0145, -0.3773, -0.2206, -0.1949, -0.1052, 0.0585, 0.0673, 0.0454, 0.0641, 0.0467, 0.1372, 0.0429, 0.0767, 0.0842, 0.1203, 0.0653, 0.0723]}